Density functional theory data (wB97M-V/def2-TZVPD) for the molecule C29H31FN2O5S in a non-equilibrium geometry.

Each line ends with the Mulliken charge.
Positions of all 69 atoms, in Å:
C (-2.0513, -0.9750, 4.4482)  -1.73
C (-0.9550, -0.0198, 3.9888)  0.23
C (0.4360, -0.5920, 4.0146)  0.81
C (0.7799, -1.6623, 4.8313)  -0.60
C (2.0587, -2.1832, 4.8128)  -1.14
C (3.0236, -1.6464, 3.9785)  -0.57
C (2.7258, -0.5671, 3.1617)  0.65
C (3.7344, 0.0818, 2.2507)  0.50
C (5.1452, -0.4885, 2.3256)  -1.79
C (1.4272, -0.0460, 3.1959)  -0.41
N (1.1207, 1.0457, 2.3442)  0.90
C (0.6896, 2.2457, 2.7707)  0.67
O (0.5712, 2.5765, 3.9299)  -0.67
C (0.3231, 3.1848, 1.6133)  -1.04
O (-0.7160, 2.5435, 0.8711)  -0.03
C (-1.3443, 3.2700, -0.0527)  0.27
O (-1.1361, 4.4315, -0.2693)  -0.62
C (-2.3335, 2.4084, -0.8136)  -0.69
C (-1.5335, 1.5131, -1.7908)  -1.02
C (-2.4470, 0.7094, -2.6835)  0.05
C (-3.1669, 1.3647, -3.6772)  -0.63
C (-4.0100, 0.6665, -4.5188)  -0.91
C (-4.1399, -0.7057, -4.3751)  -0.62
C (-3.4244, -1.3624, -3.3936)  -0.92
C (-2.5745, -0.6690, -2.5375)  1.05
C (-1.7840, -1.4345, -1.5089)  -1.02
C (-1.1709, -0.5106, -0.4564)  -1.04
N (-0.6196, 0.6772, -1.0547)  0.52
S (0.9674, 0.6936, -1.4756)  1.59
O (1.7033, 0.1432, -0.3678)  -0.86
O (1.2898, 2.0165, -1.9097)  -0.80
C (1.1067, -0.4381, -2.8592)  -0.31
C (1.6214, -1.7041, -2.6499)  -0.25
C (1.6529, -2.6105, -3.6956)  -0.58
C (1.1538, -2.2156, -4.9265)  0.37
F (1.1674, -3.0941, -5.9421)  -0.33
C (0.6425, -0.9466, -5.1476)  -0.81
C (0.6242, -0.0487, -4.0950)  -0.33
H (-1.9785, -1.1782, 5.5133)  0.39
H (-3.0264, -0.5299, 4.2616)  0.45
H (-1.9938, -1.9180, 3.9075)  0.38
H (-1.1726, 0.3096, 2.9680)  -0.06
H (-0.9665, 0.8766, 4.6163)  0.32
H (0.0437, -2.0974, 5.4876)  0.29
H (2.3084, -3.0162, 5.4539)  0.39
H (4.0147, -2.0702, 3.9802)  0.39
H (3.3711, 0.0006, 1.2217)  -0.05
H (3.7698, 1.1485, 2.4931)  0.34
H (5.7952, 0.0610, 1.6480)  0.44
H (5.5493, -0.3976, 3.3315)  0.37
H (5.1603, -1.5358, 2.0322)  0.39
H (1.3137, 0.9036, 1.3575)  -0.27
H (-0.0336, 4.1420, 2.0053)  0.53
H (1.1805, 3.3609, 0.9539)  0.37
H (-3.0109, 3.0507, -1.3738)  0.63
H (-2.8997, 1.7885, -0.1197)  0.41
H (-0.9116, 2.1786, -2.3993)  0.98
H (-3.0530, 2.4328, -3.7904)  0.50
H (-4.5612, 1.1878, -5.2863)  0.44
H (-4.7956, -1.2609, -5.0284)  0.41
H (-3.5200, -2.4327, -3.2809)  0.48
H (-0.9925, -1.9871, -2.0253)  0.26
H (-2.4283, -2.1687, -1.0208)  0.67
H (-1.9308, -0.2079, 0.2701)  0.43
H (-0.3601, -1.0019, 0.0825)  0.35
H (1.9964, -1.9593, -1.6713)  0.48
H (2.0515, -3.6047, -3.5709)  0.47
H (0.2718, -0.6796, -6.1239)  0.48
H (0.2509, 0.9531, -4.2293)  0.46

Atomic forces in eV per Å
C 0.1 0.2 -0.1
C -0.2 -0.1 0.1
C 0.0 0.1 -0.1
C 0.0 0.0 0.0
C 0.0 -0.1 0.1
C 0.0 0.0 0.0
C -0.1 0.1 0.0
C 0.2 -0.1 0.0
C -0.2 0.1 0.0
C 0.1 -0.2 0.3
N 0.2 -0.5 -0.2
C -0.2 0.5 -0.5
O 0.0 0.1 0.2
C 0.1 0.4 0.3
O 0.0 -0.2 0.4
C -0.5 0.1 -0.2
O 0.1 0.1 0.0
C 0.4 0.0 0.0
C -0.3 0.5 -0.2
C 0.0 -0.1 0.0
C 0.0 -0.1 0.0
C 0.0 0.1 0.0
C 0.0 -0.1 0.0
C 0.0 0.1 0.0
C 0.0 0.0 0.0
C 0.1 0.1 0.1
C -0.1 -0.6 0.1
N 1.0 0.0 -0.4
S -0.3 -0.2 -0.2
O -0.1 -0.4 -0.2
O -0.2 0.1 -0.3
C 0.1 0.4 0.7
C 0.1 0.0 0.0
C -0.1 0.0 -0.2
C 0.0 0.1 0.2
F 0.0 0.1 0.1
C 0.0 -0.1 0.0
C 0.0 0.0 -0.1
H 0.0 -0.1 0.1
H -0.1 0.0 0.0
H 0.0 -0.1 0.0
H 0.0 0.1 0.1
H 0.0 0.0 -0.1
H -0.1 -0.1 0.1
H 0.0 -0.1 0.1
H 0.1 0.0 0.0
H 0.1 0.1 0.1
H -0.1 0.0 -0.1
H 0.1 0.0 0.0
H 0.1 0.0 0.1
H 0.1 -0.1 0.0
H -0.1 0.2 0.1
H 0.1 -0.2 0.0
H -0.1 0.0 0.0
H 0.0 0.0 0.1
H -0.1 0.0 0.0
H -0.2 0.0 0.0
H 0.0 0.2 0.0
H 0.0 0.1 -0.1
H -0.1 -0.1 -0.1
H 0.0 -0.1 0.0
H -0.1 0.0 0.1
H 0.0 0.0 0.0
H 0.1 0.0 0.0
H -0.2 -0.1 0.1
H 0.1 -0.1 0.1
H 0.0 -0.1 0.0
H 0.0 0.0 -0.1
H -0.1 0.1 -0.1

Calculated values
Energy relative to the best compared isomer or geometry (same formula, charge and spin) = 0.075 eV
Structure (SMILES) = CCc1cccc(CC)c1NC(=O)COC(=O)C[C@@H]1c2ccccc2CCN1S(=O)(=O)c1ccc(F)cc1



Density functional theory data (wB97M-V/def2-TZVPD) for a structure of composition C18H15As4CuF24N3O6 in a non-equilibrium geometry.

Each line ends with the Mulliken charge.
Positions of all 71 atoms, in Å:
Cu (-0.8534, -0.6938, -0.7292)  0.75
As (-1.3329, 2.4988, 1.4732)  1.79
F (0.2944, 3.1293, 0.9930)  -0.53
F (-0.5754, 1.8229, 2.9666)  -0.51
F (-2.8726, 1.8262, 2.1562)  -0.48
F (-2.0486, 3.2647, -0.0079)  -0.47
F (-1.0783, 1.0732, 0.5175)  0.04
F (-1.6632, 4.0545, 2.3081)  -0.55
As (-1.8395, 0.9111, -4.7525)  2.04
F (-1.0288, -0.5383, -5.5044)  -0.55
F (-1.5853, 0.2991, -3.1496)  -0.34
F (-2.6579, 2.3105, -3.9577)  -0.49
F (-2.1794, 1.5658, -6.3656)  -0.55
F (-3.3559, -0.0100, -4.8030)  -0.52
F (-0.2311, 1.6658, -4.8565)  -0.50
As (-4.5063, 0.0376, -1.0554)  1.99
F (-4.9344, -0.2831, -2.7689)  -0.52
F (-3.7254, 1.5807, -1.5960)  -0.47
F (-4.0783, 0.2675, 0.6822)  -0.50
F (-5.2346, -1.5378, -0.4949)  -0.57
F (-3.0347, -0.8826, -1.2884)  -0.60
F (-6.1737, 0.7955, -1.0719)  -0.54
As (2.1330, -1.6026, -3.4182)  2.02
F (3.0236, -1.7616, -1.8527)  -0.51
F (1.6172, -3.3296, -3.1012)  -0.56
F (1.2116, -1.7559, -4.9177)  -0.49
F (2.4607, 0.1614, -3.6861)  -0.46
F (3.5756, -1.9500, -4.4156)  -0.52
F (0.7300, -1.1500, -2.5428)  -0.42
C (3.9646, 5.0250, -2.3782)  -0.43
C (2.7580, 5.7052, -2.3027)  -0.38
C (1.5591, 5.0069, -2.1967)  -0.70
C (1.5702, 3.5998, -2.1179)  0.14
C (2.7759, 2.9133, -2.2063)  -0.18
C (3.9387, 3.6472, -2.3435)  -0.56
N (0.3240, 2.8316, -1.9475)  0.89
O (0.3449, 1.6791, -1.7534)  -0.09
O (-0.7829, 3.3593, -2.2144)  -0.54
H (4.8386, 5.6542, -2.4598)  0.36
H (2.7458, 6.7846, -2.3370)  0.36
H (0.6951, 5.6267, -2.0074)  0.39
H (2.8457, 1.8492, -2.0356)  0.38
H (4.9063, 3.1684, -2.3715)  0.35
C (3.6286, 0.4638, 4.7148)  -0.40
C (4.0431, -0.7728, 4.3698)  -0.55
C (3.3965, -1.4273, 3.3218)  -0.22
C (2.5110, -0.7304, 2.4899)  -0.41
C (2.2703, 0.5956, 2.8528)  0.13
C (2.8594, 1.2304, 3.8656)  -0.37
N (1.7577, -1.3523, 1.3586)  1.05
O (1.1292, -0.6089, 0.6568)  -0.34
O (1.6497, -2.5656, 1.1651)  -0.59
H (3.8714, 0.9499, 5.6482)  0.34
H (4.6667, -1.3652, 5.0229)  0.32
H (3.4711, -2.5025, 3.2530)  0.41
H (1.6390, 1.1748, 2.1952)  0.30
H (2.6115, 2.2743, 3.9892)  0.41
C (-2.0168, -6.3793, 3.5499)  -0.31
C (-3.0950, -5.5920, 3.9740)  -0.20
C (-3.3242, -4.4137, 3.4722)  -0.49
C (-2.4289, -3.7868, 2.6189)  -0.13
C (-1.3030, -4.5577, 2.1789)  -0.19
C (-1.0798, -5.8340, 2.6896)  -0.63
N (-2.6793, -2.3475, 2.0857)  0.93
O (-3.6211, -1.7051, 2.5663)  -0.50
O (-1.7727, -1.8387, 1.4722)  -0.47
H (-2.1778, -7.3756, 3.9345)  0.32
H (-3.6761, -6.0236, 4.7755)  0.34
H (-4.1430, -3.7861, 3.7919)  0.41
H (-0.5749, -4.0705, 1.5473)  0.46
H (-0.1531, -6.2730, 2.3508)  0.38

Atomic forces in eV per Å
Cu -0.2 0.3 -0.7
As -1.9 2.0 0.0
F -1.1 -0.7 0.5
F -0.1 0.4 -1.2
F 1.9 1.1 -0.9
F 0.7 -1.1 2.4
F 0.2 -0.1 0.6
F 0.5 -1.2 -0.2
As -0.4 -0.8 -0.3
F -1.0 1.4 0.6
F 0.5 -0.1 -0.3
F 1.0 -1.1 -1.5
F 0.0 -0.1 0.6
F 0.9 0.8 -0.4
F -1.1 0.1 0.5
As -1.5 1.0 -1.3
F 0.5 -0.3 1.7
F -1.2 -2.2 1.4
F -0.9 0.2 -2.3
F 0.2 1.2 -0.6
F 0.6 0.0 0.3
F 1.7 -0.4 1.1
As -0.5 -0.8 -1.3
F -0.2 0.7 -1.5
F 1.1 1.1 -0.4
F 0.9 0.4 1.1
F 0.1 -1.9 0.6
F -0.5 -0.2 1.3
F -0.5 0.3 0.6
C -1.0 0.7 -0.2
C -0.3 -0.5 -0.2
C 0.1 -0.2 0.7
C 0.4 1.0 0.0
C -0.3 0.1 0.6
C 1.2 0.2 0.0
N -4.1 2.5 -2.3
O 2.1 -3.4 1.4
O 2.7 1.1 0.4
H 0.5 -0.4 0.0
H -0.1 0.1 0.1
H -0.5 -0.6 -0.3
H -0.4 -0.1 -0.4
H 0.0 -0.5 0.0
C 0.6 2.4 0.9
C -0.8 -1.8 0.1
C -0.6 -0.5 -1.1
C 0.9 -0.4 1.6
C -1.4 -0.3 -4.1
C 0.0 0.1 1.1
N -1.4 -1.4 -0.6
O 0.0 1.8 -0.2
O 1.5 0.4 1.6
H 0.7 -0.2 0.2
H 0.1 0.0 0.1
H 0.4 -0.1 -0.5
H -0.3 0.0 -0.1
H 0.1 0.0 0.5
C -0.9 0.3 0.3
C 1.2 -4.0 1.2
C -1.1 5.5 -1.0
C 1.1 -1.4 -1.8
C -1.2 2.2 0.8
C -0.2 0.3 -0.4
N -0.4 0.9 2.6
O 1.0 -2.0 -0.8
O 0.2 -0.6 -0.7
H 1.3 -0.4 -0.2
H -0.6 0.1 -0.2
H -0.3 -0.1 0.1
H 0.1 -0.1 -0.2
H -0.2 -0.6 0.1

Calculated values
Energy relative to the best compared isomer or geometry (same formula, charge and spin) = 3.809 eV
Net charge = -3



- What is the energy relative to the best compared isomer or geometry (same formula, charge and spin) in the second record?
  3.809 eV



- The lowest energy relative to the best compared isomer or geometry (same formula, charge and spin) belongs to which entry?
  C29H31FN2O5S



- energy relative to the best compared isomer or geometry (same formula, charge and spin) of number 2 (C18H15As4CuF24N3O6)?
  3.809 eV



- Look up the energy relative to the best compared isomer or geometry (same formula, charge and spin) of the second one.
  3.809 eV